ORCA calculation (wB97M-V/def2-TZVPD) on a molecular structure, C19H14IN3O2OsSe2.

Calculated values
gap between HOMO and LUMO	7.06	eV
relative energy (zero: lowest compared OMol25 entry of this formula, charge and spin)	0.5195	eV
HOMO level	-14.970	eV
multiplicity	1
total charge	+2

Positions of all 42 atoms, in Å:
Os 0.04 0.07 1.13
Se 1.77 0.91 2.70
Se 0.96 3.10 3.00
C -0.89 2.64 2.74
C -1.84 3.43 3.34
C -3.18 3.14 3.14
C -3.52 2.05 2.35
C -2.51 1.30 1.79
N -1.20 1.58 1.97
C 2.52 1.36 0.95
C 3.72 1.86 0.56
C 3.91 2.07 -0.81
C 2.89 1.77 -1.69
C 1.70 1.23 -1.21
N 1.52 1.04 0.10
H -1.55 4.26 3.96
H -3.95 3.75 3.60
H -4.55 1.77 2.17
H -2.73 0.47 1.14
H 4.50 2.08 1.28
H 4.84 2.48 -1.17
H 3.00 1.92 -2.75
H 0.89 0.98 -1.87
O 1.88 -3.34 -0.25
C 1.03 -2.69 -0.76
N 0.47 -1.49 -0.21
C -0.48 -1.05 -1.01
O -1.08 0.02 -0.56
C -0.67 -1.88 -2.20
C -1.52 -1.81 -3.28
C -1.41 -2.83 -4.23
C -0.48 -3.85 -4.08
C 0.38 -3.91 -2.98
C 0.27 -2.91 -2.05
H -2.25 -1.02 -3.39
H -2.06 -2.82 -5.09
H -0.42 -4.62 -4.84
H 1.10 -4.71 -2.86
I -0.32 -1.09 4.55
C -0.08 -1.42 2.49
H -1.12 -1.47 2.02
H 0.44 -2.35 2.30

***

ORCA calculation (wB97M-V/def2-TZVPD) on a molecular structure, C19H15AsNO6S2SeSr in a non-equilibrium geometry.

Calculated values
gap between HOMO and LUMO	5.94	eV
relative energy (zero: lowest compared OMol25 entry of this formula, charge and spin)	3.0636	eV
HOMO level	-4.011	eV
multiplicity	1
total charge	-1

Positions of all 46 atoms, in Å:
Sr -0.47 -1.10 0.30
O -0.46 -0.39 4.61
As -0.17 -1.59 3.33
O -0.25 -3.05 4.03
O 0.96 -0.87 2.33
C -2.00 -1.19 2.24
C -2.46 0.12 2.20
C -3.53 0.44 1.37
C -4.17 -0.54 0.64
C -3.67 -1.83 0.60
C -2.55 -2.16 1.35
S -1.45 -3.64 0.51
O -0.06 -3.44 0.94
O -2.07 -4.89 0.84
O -1.58 -3.16 -0.88
H -0.59 -0.88 5.43
H -1.99 0.86 2.84
H -3.89 1.47 1.33
H -5.05 -0.29 0.05
H -4.11 -2.61 -0.01
S -3.25 2.67 -2.37
C -2.62 1.12 -1.92
N -1.44 1.10 -1.41
C -0.92 2.39 -1.33
C 0.34 2.72 -0.82
C 0.70 4.05 -0.79
C -0.16 5.05 -1.26
C -1.41 4.74 -1.77
C -1.77 3.39 -1.80
H -3.21 0.23 -2.08
H 1.02 1.94 -0.51
H 1.68 4.33 -0.41
H 0.15 6.09 -1.22
H -2.08 5.51 -2.12
Se 1.35 -0.48 -2.04
C 3.12 -1.02 -1.52
C 3.42 -1.47 -0.24
C 4.71 -1.85 0.11
C 5.75 -1.79 -0.82
C 5.46 -1.33 -2.10
C 4.17 -0.96 -2.44
H 2.65 -1.53 0.52
H 4.89 -2.20 1.12
H 6.75 -2.09 -0.54
H 6.24 -1.27 -2.84
H 3.99 -0.61 -3.45

***

ORCA calculation (wB97M-V/def2-TZVPD) on a single C19H15BrN2O molecule in a non-equilibrium geometry.

Calculated values
gap between HOMO and LUMO	7.25	eV
SMILES	Cc1ccc(-c2nc(/N=C/C=C/c3ccccc3)oc2Br)cc1
relative energy (zero: lowest compared OMol25 entry of this formula, charge and spin)	0.0527	eV
HOMO level	-7.958	eV
multiplicity	1

Positions of all 38 atoms, in Å:
Br 3.99 -3.49 -2.22
N 1.24 -1.04 -0.26
N 0.41 0.28 -2.15
O 2.03 -1.42 -2.31
C 1.20 -0.70 -1.51
C 2.63 -2.33 -1.51
C 2.15 -2.11 -0.23
C -0.18 1.20 -1.43
C -1.05 2.23 -2.06
C -1.95 2.96 -1.24
C -4.82 5.91 -2.49
C -4.24 5.08 -3.45
C -4.42 5.80 -1.15
C 1.65 -2.61 2.18
C 3.23 -4.06 1.12
C -3.31 4.14 -3.08
C -3.48 4.83 -0.80
C 1.82 -3.31 3.39
C 3.45 -4.75 2.33
C 2.37 -2.91 1.02
C -2.91 3.97 -1.75
C 2.70 -4.39 3.47
C 2.82 -5.18 4.75
H -0.07 1.18 -0.37
H -1.04 2.32 -3.16
H -1.90 2.76 -0.17
H -5.50 6.67 -2.79
H -4.49 5.22 -4.49
H -4.89 6.45 -0.40
H 0.91 -1.85 2.13
H 3.79 -4.43 0.27
H -2.91 3.50 -3.87
H -3.23 4.76 0.27
H 1.24 -3.08 4.29
H 4.22 -5.47 2.44
H 3.83 -5.58 4.91
H 2.58 -4.50 5.56
H 2.11 -6.04 4.76

***

ORCA calculation (wB97M-V/def2-TZVPD) on a molecular structure, C19H15BrN3O6PtSe in a non-equilibrium geometry.

Calculated values
gap between HOMO and LUMO (alpha / beta)	2.70 / 2.25	eV
relative energy (zero: lowest compared OMol25 entry of this formula, charge and spin)	0.0000	eV
HOMO level (alpha / beta)	-10.992 / -10.874	eV
multiplicity	1
total charge	+1

Positions of all 46 atoms, in Å:
Pt -0.46 -0.51 0.42
O -5.90 -3.02 -3.66
C -5.13 -3.86 -3.35
O -4.68 -4.94 -3.29
C -3.76 -2.78 -2.28
C -4.03 -1.46 -2.16
C -3.06 -0.74 -1.44
N -2.00 -1.35 -0.95
C -1.81 -2.63 -1.10
C -2.71 -3.46 -1.80
C -0.51 -3.26 -0.52
O -0.28 -4.42 -0.75
O 0.16 -2.41 0.15
H -4.90 -0.97 -2.57
H -3.16 0.33 -1.27
H -2.51 -4.52 -1.90
C 1.40 2.87 -0.63
N 2.25 1.82 -1.20
C 2.90 1.88 -2.41
C 3.53 0.69 -2.58
N 3.25 -0.07 -1.47
C 3.69 -1.45 -1.22
C 2.46 0.63 -0.64
Se 1.88 0.09 1.06
H 1.53 3.78 -1.21
H 1.68 3.05 0.40
H 0.36 2.56 -0.66
H 2.86 2.74 -3.05
H 4.13 0.33 -3.39
H 4.27 -1.79 -2.08
H 2.83 -2.09 -1.08
H 4.31 -1.49 -0.33
Br 2.45 1.42 6.22
C 1.23 1.66 4.80
C 0.43 0.61 4.40
C -0.43 0.78 3.32
C -0.48 2.00 2.66
C 0.28 3.07 3.11
C 1.16 2.90 4.17
C -1.33 2.21 1.43
O -1.91 3.25 1.24
O -1.37 1.21 0.56
H 0.48 -0.34 4.92
H -1.08 -0.04 3.03
H 0.19 4.02 2.60
H 1.78 3.72 4.51

***

ORCA calculation (wB97M-V/def2-TZVPD) on 2 unconnected molecules or ions with the total composition C19H15ClN2O2 in a non-equilibrium geometry.

Calculated values
gap between HOMO and LUMO	3.33	eV
relative energy (zero: lowest compared OMol25 entry of this formula, charge and spin)	6.2898	eV
HOMO level	-6.338	eV
multiplicity	1

Positions of all 39 atoms, in Å:
C 0.98 3.03 2.77
C 1.02 2.55 4.07
N 1.12 2.19 5.19
C -0.09 2.76 1.91
C -0.12 3.30 0.57
C -1.16 3.03 -0.29
C -2.23 2.21 0.15
N -3.31 1.93 -0.73
O -4.25 1.20 -0.34
O -3.29 2.43 -1.88
C -2.24 1.66 1.45
C -1.20 1.93 2.32
H 1.78 3.68 2.44
H 0.71 3.93 0.25
H -1.20 3.43 -1.30
H -3.08 1.03 1.74
H -1.21 1.51 3.32
Cl 2.96 2.61 -3.79
C 3.14 1.98 -2.21
C 2.53 0.77 -1.87
C 2.66 0.27 -0.57
C 3.41 0.97 0.41
C 3.50 0.49 1.75
C 4.34 1.13 2.81
C 4.06 0.29 4.11
C 3.10 -0.76 3.64
C 2.82 -0.63 2.29
C 4.05 2.19 0.02
C 3.91 2.69 -1.27
H 1.95 0.23 -2.61
H 2.19 -0.68 -0.31
H 5.41 1.12 2.56
H 4.07 2.18 2.96
H 5.00 -0.12 4.50
H 3.63 0.94 4.89
H 2.69 -1.52 4.31
H 2.17 -1.27 1.71
H 4.64 2.73 0.75
H 4.39 3.62 -1.55

***

ORCA calculation (wB97M-V/def2-TZVPD) on a single C19H15ClN4O3 molecule.

Calculated values
gap between HOMO and LUMO	8.25	eV
SMILES	COC(=O)C(=O)C/C(=N/Nc1ncnc2ccccc12)c1ccc(Cl)cc1
relative energy (zero: lowest compared OMol25 entry of this formula, charge and spin)	0.4529	eV
HOMO level	-8.597	eV
multiplicity	1

Positions of all 42 atoms, in Å:
C -1.92 1.60 -3.46
H -2.29 0.96 -4.25
H -2.14 2.65 -3.67
H -2.36 1.32 -2.50
O -0.51 1.40 -3.42
C 0.19 2.27 -2.69
O -0.28 3.17 -2.05
C 1.70 1.96 -2.79
O 2.46 2.76 -3.25
C 2.09 0.61 -2.23
C 1.73 0.53 -0.77
N 2.71 0.57 0.04
N 2.60 0.46 1.38
C 1.55 0.01 2.15
N 1.29 0.72 3.24
C 0.24 0.35 3.96
N -0.60 -0.61 3.71
C -0.29 -1.43 2.68
C -1.09 -2.56 2.42
C -0.72 -3.45 1.46
C 0.45 -3.26 0.71
C 1.22 -2.15 0.90
C 0.85 -1.19 1.86
H 2.13 -2.00 0.34
H 0.75 -4.01 -0.02
H -1.33 -4.33 1.27
H -1.96 -2.71 3.03
H 0.04 0.96 4.84
H 3.24 1.09 1.86
C 0.29 0.46 -0.43
C -0.53 -0.54 -0.94
C -1.85 -0.64 -0.55
C -2.36 0.28 0.35
C -1.57 1.31 0.84
C -0.25 1.40 0.45
H 0.36 2.20 0.82
H -1.99 2.04 1.52
Cl -4.00 0.15 0.86
H -2.48 -1.43 -0.93
H -0.13 -1.27 -1.63
H 1.55 -0.15 -2.80
H 3.17 0.48 -2.35

***

ORCA calculation (wB97M-V/def2-TZVPD) on a molecular structure, C19H15CrNOS4 in a non-equilibrium geometry.

Calculated values
expectation value of S²	3.79
gap between HOMO and LUMO (alpha / beta)	5.59 / 6.14	eV
relative energy (zero: lowest compared OMol25 entry of this formula, charge and spin)	0.0000	eV
HOMO level (alpha / beta)	-2.983 / -3.532	eV
multiplicity	4
total charge	-1

Positions of all 41 atoms, in Å:
Cr -0.02 0.02 0.02
S -2.03 1.15 0.39
C -0.97 2.46 -0.15
C -1.06 3.68 0.51
C -0.29 4.77 0.14
C 0.58 4.66 -0.93
C 0.68 3.46 -1.61
C -0.05 2.34 -1.24
S 0.03 0.84 -2.25
C 1.80 0.46 -2.52
C 2.34 -0.65 -1.62
C 3.49 -1.36 -1.92
C 3.99 -2.24 -0.98
C 3.37 -2.36 0.25
C 2.22 -1.61 0.49
C 1.67 -1.49 1.90
S -0.04 -0.83 2.12
C -0.91 -2.38 1.84
C -1.05 -3.23 2.94
C -1.64 -4.47 2.83
C -2.11 -4.87 1.58
C -2.01 -4.04 0.49
C -1.41 -2.77 0.57
S -1.33 -1.75 -0.84
N 1.71 -0.83 -0.46
H -1.75 3.76 1.33
H -0.39 5.71 0.67
H 1.17 5.51 -1.25
H 1.32 3.40 -2.48
H 2.40 1.36 -2.38
H 1.88 0.15 -3.56
H 3.99 -1.21 -2.87
H 4.89 -2.81 -1.19
H 3.77 -2.99 1.03
H 2.32 -0.78 2.41
H 1.76 -2.44 2.42
H -0.68 -2.90 3.90
H -1.73 -5.12 3.69
H -2.59 -5.84 1.46
H -2.39 -4.36 -0.47
O 0.99 1.24 0.67

***

ORCA calculation (wB97M-V/def2-TZVPD) on a single C19H15F2N5O2 molecule in a non-equilibrium geometry.

Calculated values
gap between HOMO and LUMO	8.54	eV
SMILES	COc1nc(C)c2nc(-c3cncc(F)c3)n(Cc3ccc(O)cc3F)c2n1
HOMO level	-8.690	eV
multiplicity	1

Positions of all 43 atoms, in Å:
F 2.87 2.88 4.30
F 3.51 -2.50 0.79
N -1.83 1.00 1.12
N 0.99 4.10 1.46
N -1.53 -2.17 -0.37
N -3.66 -1.39 -1.11
O 4.86 0.36 -2.84
O -2.53 -3.30 -2.04
C -0.58 0.77 1.34
C -2.57 -2.17 -1.22
C 1.84 4.05 2.47
C 0.22 3.00 1.16
C -1.30 -1.07 0.37
C -3.47 -0.24 -0.37
C 2.67 0.60 -1.93
C 4.13 -1.27 -1.20
C 1.16 1.79 3.03
C 1.73 0.14 -1.03
C 2.04 2.96 3.24
C 3.23 -1.56 -0.14
C -2.26 -0.10 0.43
C 3.89 -0.12 -1.96
C 0.31 1.79 1.88
C 2.03 -0.91 -0.09
N -0.24 -0.57 1.00
C -3.77 -3.82 -2.44
C -4.64 0.71 -0.21
C 1.11 -1.18 1.07
H 4.51 1.05 -3.29
H 2.39 5.02 2.79
H -0.33 3.05 0.17
H 2.42 1.41 -2.60
H 5.13 -1.73 -1.24
H 1.25 0.96 3.69
H 0.75 0.59 -1.14
H -4.43 -3.03 -2.83
H -4.19 -4.24 -1.54
H -3.57 -4.58 -3.29
H -4.42 1.62 0.35
H -5.07 0.95 -1.18
H -5.43 0.10 0.24
H 1.20 -2.25 1.24
H 1.58 -0.72 1.90

***

ORCA calculation (wB97M-V/def2-TZVPD) on a gas-phase ion, C19H15F4 (charge +1) in a non-equilibrium geometry.

Calculated values
gap between HOMO and LUMO	5.96	eV
relative energy (zero: lowest compared OMol25 entry of this formula, charge and spin)	2.0764	eV
HOMO level	-12.402	eV
multiplicity	1
total charge	+1

Positions of all 38 atoms, in Å:
F -2.98 -0.27 -3.68
C -1.83 0.34 -3.23
C -1.07 1.07 -4.15
C 0.07 1.69 -3.63
F 0.90 2.36 -4.52
C 0.41 1.63 -2.27
C -0.29 0.77 -1.40
C 0.27 0.51 0.03
C -0.65 1.17 1.10
C -0.04 1.86 2.16
C -0.76 2.08 3.34
F -0.12 2.63 4.44
C -2.13 1.77 3.47
C -2.74 1.25 2.33
F -4.08 0.95 2.40
C -2.06 1.07 1.11
C -1.50 0.25 -1.87
H -1.28 1.05 -5.22
H 1.23 2.27 -1.89
H 1.22 0.94 0.10
H 1.00 2.21 2.07
H -2.65 1.83 4.44
H -2.64 0.85 0.22
H -2.19 -0.26 -1.21
C 1.40 -1.70 -0.80
C 2.52 -2.76 -0.46
C 2.57 -3.16 0.95
C 1.96 -2.41 1.95
C 1.23 -1.26 1.67
C 0.71 -0.88 0.29
H 1.67 -1.17 -1.71
H 0.50 -2.25 -0.99
H 2.32 -3.63 -1.11
H 3.51 -2.39 -0.78
H 3.09 -4.07 1.20
H 2.00 -2.77 2.97
H 0.80 -0.67 2.50
H -0.34 -0.93 0.17

***

ORCA calculation (wB97M-V/def2-TZVPD) on 2 unconnected molecules or ions with the total composition C19H15FN2O2S in a non-equilibrium geometry.

Calculated values
gap between HOMO and LUMO	9.53	eV
SMILES	N#Cc1ccc([C@@H](F)S(=O)(=O)c2ccccc2)cc1.c1ccncc1
relative energy (zero: lowest compared OMol25 entry of this formula, charge and spin)	0.0000	eV
HOMO level	-9.773	eV
multiplicity	1

Positions of all 40 atoms, in Å:
C -1.48 -2.76 2.72
C -2.11 -1.51 2.62
C -1.35 -0.35 2.74
C 0.02 -0.50 2.94
S 1.03 0.95 2.85
C 1.48 0.84 0.84
C 2.15 2.22 0.69
C 2.58 2.20 -0.67
C 3.16 3.37 -1.26
C 3.40 4.50 -0.45
C 3.97 5.63 -1.07
N 4.44 6.61 -1.55
C 3.04 4.48 0.91
C 2.46 3.33 1.47
O 0.12 2.00 3.26
O 2.24 0.67 3.54
C 0.68 -1.71 3.00
C -0.09 -2.87 2.91
H -2.08 -3.68 2.64
H -3.19 -1.42 2.43
H -1.79 0.62 2.62
H 0.55 0.78 0.15
H 2.46 1.30 -1.28
H 3.40 3.34 -2.38
H 3.21 5.38 1.49
H 2.21 3.39 2.52
H 1.75 -1.74 3.05
H 0.41 -3.84 2.95
F 2.36 -0.16 0.69
N -2.10 -3.21 -2.59
C -3.35 -2.91 -2.20
C -4.36 -2.70 -3.16
C -4.04 -2.65 -4.50
C -2.69 -2.83 -4.88
C -1.74 -3.04 -3.85
H -3.55 -2.83 -1.13
H -5.40 -2.57 -2.80
H -4.80 -2.47 -5.27
H -2.36 -2.80 -5.91
H -0.67 -3.06 -4.09

***

ORCA calculation (wB97M-V/def2-TZVPD) on a molecular structure, C19H15N2O6SSn.

Calculated values
gap between HOMO and LUMO	7.70	eV
relative energy (zero: lowest compared OMol25 entry of this formula, charge and spin)	0.0527	eV
HOMO level	-5.545	eV
multiplicity	1
total charge	-1

Positions of all 44 atoms, in Å:
Sn 0.12 0.96 -0.54
O -3.18 2.87 1.37
C -2.14 2.31 1.07
O -1.38 2.51 0.06
C -1.58 1.30 2.08
C -2.36 0.94 3.20
C -1.85 0.07 4.11
C -0.53 -0.41 3.95
C 0.10 -1.28 4.87
C 1.39 -1.69 4.68
C 2.12 -1.23 3.56
C 1.54 -0.39 2.65
C 0.19 0.01 2.81
N -0.38 0.83 1.87
H -3.35 1.37 3.28
H -2.43 -0.26 4.96
H -0.46 -1.62 5.73
H 1.86 -2.36 5.38
H 3.15 -1.54 3.41
H 2.08 -0.04 1.79
C 6.49 -2.28 3.08
C 5.37 -2.19 2.07
C 5.05 -0.97 1.47
C 4.03 -0.89 0.53
C 3.30 -2.03 0.20
C 3.62 -3.24 0.78
C 4.65 -3.32 1.71
S 1.95 -1.87 -0.96
O 2.44 -0.91 -1.92
O 1.68 -3.23 -1.39
N 0.75 -1.24 -0.17
C -0.38 -2.06 0.20
C -1.71 -1.38 -0.17
O -2.75 -1.98 0.02
O -1.62 -0.18 -0.68
H 6.93 -1.30 3.27
H 7.28 -2.95 2.74
H 6.12 -2.68 4.03
H 5.61 -0.08 1.73
H 3.80 0.05 0.05
H 3.05 -4.12 0.49
H 4.89 -4.27 2.16
H -0.42 -2.24 1.28
H -0.36 -3.03 -0.29